ORCA calculation (ωB97M-V/def2-TZVPD) on C25H29Cl5NO6SV as an isolated structure at a distorted geometry.

## Properties
* multiplicity: 2
* charge: -1
* frontier orbital gap (spin up / spin down): 6.59 / 5.82 eV
* HOMO (spin up / spin down): -4.27 / -3.51 eV
* largest force on an atom: 1.88 eV Å⁻¹
* ΔE to the lowest compared entry with this formula, charge and spin: 162.69 kJ/mol
* LUMO level (spin up / spin down): 0.085 / 0.085 Eh

The geometry in XYZ format:
```
68
Properties=species:S:1:pos:R:3:forces:R:3
V -0.554 0.401 -0.410 1.08 0.08 0.34
C 0.844 -0.078 1.373 0.04 -0.24 0.09
C 0.529 -1.321 0.757 -0.09 0.13 -0.08
C -0.907 -1.483 0.845 0.11 0.18 0.24
C -1.381 -0.308 1.518 0.14 -0.09 0.14
C -0.315 0.582 1.833 -0.21 -0.46 0.06
C -0.388 1.855 2.657 0.07 0.12 -0.11
C -1.541 1.762 3.659 -0.05 -0.05 0.14
C -0.682 3.104 1.808 0.25 -0.01 -0.18
C 0.918 2.061 3.431 0.13 0.03 0.01
C -1.855 -2.640 0.476 0.08 0.23 -0.10
C -2.139 -2.697 -1.034 0.05 -0.05 -0.10
C -1.329 -4.002 0.938 -0.04 -0.11 0.12
C -3.210 -2.426 1.166 -0.08 0.02 -0.02
C 1.646 -2.247 0.251 -0.13 0.06 0.09
C 2.942 -1.453 0.026 0.07 0.00 0.02
C 1.327 -2.940 -1.075 -0.04 -0.03 -0.11
C 1.966 -3.299 1.326 0.10 -0.05 0.09
H 1.841 0.325 1.442 0.02 0.05 -0.09
H -2.417 -0.110 1.733 -0.03 0.02 -0.07
H -2.504 1.654 3.156 0.04 0.00 -0.01
H -1.586 2.663 4.280 0.02 -0.05 -0.04
H -1.405 0.898 4.313 0.00 0.03 -0.02
H -1.673 3.012 1.363 -0.01 -0.07 -0.12
H 0.974 2.600 0.519 -0.12 0.03 0.11
H -0.704 3.976 2.463 -0.01 0.07 0.02
H 1.169 1.162 3.997 -0.03 0.03 0.02
H 0.819 2.899 4.127 -0.01 -0.03 -0.04
H 1.762 2.281 2.773 -0.07 -0.03 0.00
H -1.227 -2.854 -1.613 -0.13 0.04 0.02
H -2.596 -1.766 -1.372 -0.02 -0.01 0.05
H -2.825 -3.523 -1.254 0.02 0.03 0.02
H -0.456 -4.334 0.379 -0.14 0.02 0.07
H -2.110 -4.755 0.796 0.02 0.01 0.01
H -1.062 -3.986 1.999 -0.05 0.02 -0.03
H -3.727 -1.549 0.767 0.07 -0.04 0.01
H -3.100 -2.302 2.247 0.01 -0.06 -0.04
H -3.843 -3.299 0.980 -0.01 0.05 0.02
H 2.789 -0.588 -0.619 -0.04 -0.03 -0.03
H 3.682 -2.115 -0.435 -0.01 0.06 0.02
H 3.366 -1.099 0.968 -0.01 -0.01 0.00
H 1.154 -2.209 -1.870 0.05 -0.01 0.07
H 0.449 -3.579 -1.024 0.17 0.06 -0.01
H 2.176 -3.568 -1.364 -0.02 0.03 -0.02
H 2.211 -2.801 2.268 0.00 -0.02 -0.04
H 2.836 -3.891 1.020 -0.04 0.02 0.01
H 1.142 -3.984 1.517 0.07 0.07 -0.02
O -2.589 3.693 -2.537 0.04 0.21 -0.11
C -2.251 2.781 -1.858 0.13 -0.44 0.22
O -1.057 2.691 -1.184 -0.41 -0.02 -0.15
C -3.080 1.475 -1.580 0.86 -0.17 0.65
O -4.219 1.420 -1.967 -0.36 -0.03 -0.20
O -2.423 0.595 -0.893 -1.63 0.40 -0.85
Cl 3.100 2.269 -6.494 -0.02 -0.02 0.14
C 2.566 1.967 -4.875 0.07 0.05 -0.06
C 1.439 1.187 -4.639 -0.19 -0.11 -0.01
Cl 0.558 0.487 -5.952 0.10 0.08 0.08
C 1.014 0.970 -3.340 -0.28 -0.25 -0.22
Cl -0.386 -0.007 -2.989 0.26 0.03 -0.25
C 1.677 1.491 -2.219 -0.35 -0.24 0.72
O 1.269 1.257 -1.012 0.24 0.25 -0.56
C 2.813 2.271 -2.481 0.33 0.25 -0.19
Cl 3.638 2.943 -1.115 -0.05 -0.06 -0.14
C 3.246 2.504 -3.781 0.12 0.10 0.07
Cl 4.647 3.482 -4.053 -0.07 -0.05 0.03
O -1.155 5.063 -0.275 0.40 -0.30 0.03
S -0.140 4.072 -0.611 -0.50 0.52 -0.48
N 0.328 3.362 0.752 0.11 -0.23 0.79
```
Positions in Å, forces in eV/Å.

---

ORCA calculation (ωB97M-V/def2-TZVPD) on C15H31EuF5OP2Te as an isolated structure at a distorted geometry.

## Properties
* multiplicity: 8
* frontier orbital gap (spin up / spin down): 6.31 / 8.05 eV
* HOMO (spin up / spin down): -6.71 / -8.45 eV
* largest force on an atom: 3.99 eV Å⁻¹
* LUMO level (spin up / spin down): -0.015 / -0.015 Eh

The geometry in XYZ format:
```
56
Properties=species:S:1:pos:R:3:forces:R:3
P -0.979 2.251 -1.625 2.65 -1.06 2.79
P -0.326 0.093 2.834 0.56 0.82 -0.80
C -0.237 0.997 -0.442 0.75 -1.24 -0.48
C -0.938 0.590 0.932 -0.55 -0.04 0.53
H 0.876 1.138 -0.557 -1.56 0.46 0.21
H -0.272 0.094 -1.062 -0.31 0.32 0.42
H -1.595 1.414 1.263 0.31 -0.33 -0.24
H -1.559 -0.290 0.698 -0.09 0.43 -0.14
C 1.320 -0.718 2.528 0.49 0.08 0.11
H 2.149 -0.175 3.024 -0.45 -0.12 -0.26
H 1.449 -0.806 1.438 0.15 0.01 0.55
H 1.298 -1.753 2.900 0.16 0.40 -0.06
C -1.198 -1.490 3.336 -0.25 -0.09 -0.23
H -0.605 -2.392 3.161 -0.18 0.10 -0.07
H -2.154 -1.592 2.810 -0.06 -0.04 0.28
H -1.364 -1.468 4.428 -0.13 0.33 -0.51
C -0.321 1.816 -3.242 -0.36 0.30 -0.76
H -0.061 2.744 -3.770 -0.10 -0.23 0.16
H -1.054 1.285 -3.852 0.09 -0.09 0.07
H 0.596 1.214 -3.166 -0.32 0.27 0.28
C -2.711 2.170 -1.297 -1.22 0.41 -0.76
H -2.924 1.726 -0.324 0.31 0.04 -0.08
H -3.221 1.585 -2.066 -0.02 0.00 0.06
H -3.126 3.182 -1.319 -0.05 -0.12 -0.01
Eu 2.585 1.308 0.772 0.61 0.81 0.33
C 0.010 -2.527 0.402 0.00 -0.12 0.64
C 1.264 -2.582 -0.060 -0.81 -1.12 0.46
C 1.599 -3.266 -1.327 0.24 -0.30 -0.74
C 0.606 -2.973 -2.485 0.35 -0.76 0.62
C -0.010 -1.611 -2.426 -0.78 -0.12 -0.82
C -1.279 -1.371 -2.039 0.26 -0.65 -0.96
C -2.087 -2.260 -1.130 -0.20 -0.69 -0.64
C -1.235 -3.141 -0.180 -0.44 -0.59 0.02
C -0.230 3.792 -1.091 -0.66 0.36 0.06
H -0.203 -2.199 1.402 0.50 0.38 -0.04
H 2.128 -2.456 0.584 -0.22 0.59 0.17
H 1.589 -4.356 -1.124 0.26 0.37 -0.22
H 2.623 -2.978 -1.611 -0.32 -0.26 -0.09
H 1.187 -3.112 -3.427 -0.78 0.23 0.47
H -0.235 -3.695 -2.451 0.78 0.25 -0.33
H 0.620 -0.835 -2.855 -0.42 0.07 -0.38
H -1.850 -0.572 -2.527 0.47 0.43 0.76
H -2.704 -2.949 -1.754 0.13 0.40 0.43
H -2.804 -1.652 -0.541 0.41 -0.20 -0.37
H -1.925 -3.422 0.670 0.89 0.10 -0.81
H -0.913 -4.073 -0.688 -0.56 0.40 0.30
H 0.029 3.613 -0.026 0.12 0.16 -0.26
H -0.973 4.600 -1.158 0.38 -0.04 -0.07
H 0.659 4.016 -1.698 -0.24 -0.10 0.30
F 0.711 2.606 1.556 0.36 0.07 -0.52
Te 2.549 3.756 3.400 1.29 -1.09 0.57
F 3.544 2.109 -1.124 -0.59 -0.29 0.40
F 2.399 5.543 4.355 -0.23 -0.35 -0.22
F 4.311 3.988 4.095 -0.50 -0.17 -0.40
F 1.864 3.093 5.031 0.01 -0.04 -0.46
O 3.126 1.994 2.827 -0.14 1.68 0.77
```
Positions in Å, forces in eV/Å.

---

ORCA calculation (ωB97M-V/def2-TZVPD) on C4H14N2O as an isolated structure at a distorted geometry.

## Properties
* frontier orbital gap: 9.70 eV
* HOMO: -8.82 eV
* largest force on an atom: 6.43 eV Å⁻¹
* ΔE to the lowest compared entry with this formula, charge and spin: 377.84 kJ/mol
* LUMO level: 0.032 Eh

The geometry in XYZ format:
```
21
Properties=species:S:1:pos:R:3:forces:R:3
C -0.893 -1.809 2.798 -0.10 1.87 3.16
N -0.570 -0.557 2.050 0.05 -2.20 0.94
C 0.367 -0.887 0.973 -1.20 2.51 -2.03
C -0.111 0.027 -0.223 2.32 2.15 0.68
N 0.212 1.540 0.230 0.96 -3.92 -1.88
C 0.244 2.489 -0.841 -0.56 4.21 4.83
H -0.727 -2.618 2.169 0.71 -1.59 -0.72
H -1.950 -1.929 3.105 0.26 0.65 -0.25
H -0.309 -1.846 3.824 -0.78 -0.40 -2.08
H -0.235 0.102 2.736 0.39 0.26 -0.36
H 1.455 -0.724 1.013 -0.27 0.47 0.94
H 0.316 -1.908 0.657 -0.62 -0.76 0.03
H 0.694 -0.101 -0.965 -0.77 -0.18 -0.54
H -1.162 -0.057 -0.602 1.02 -0.30 0.43
H -0.521 1.749 0.798 -2.45 0.83 2.24
H 0.605 3.624 -0.147 -1.12 -3.09 -2.49
H 1.050 2.275 -1.407 2.37 -0.43 -2.47
H -0.684 2.731 -1.338 -0.20 -0.11 -0.44
H 0.842 -0.538 -3.332 0.74 0.22 -0.51
H 1.150 -0.617 -4.957 0.39 0.24 0.91
O 0.543 -0.743 -4.220 -1.15 -0.45 -0.38
```
Positions in Å, forces in eV/Å.

---

ORCA calculation (ωB97M-V/def2-TZVPD) on a 3-piece molecular cluster, C17H45BN6O6P2S overall at a distorted geometry.

## Properties
* frontier orbital gap: 6.16 eV
* structure (SMILES): O=C1OC[C@@H](CB(O)O)[C@H]1S.CN(C)P(=O)(N(C)C)N(C)C.CN(C)P(=O)(N(C)C)N(C)C
* HOMO: -7.34 eV
* largest force on an atom: 9.53 eV Å⁻¹
* LUMO level: -0.043 Eh

The geometry in XYZ format:
```
78
Properties=species:S:1:pos:R:3:forces:R:3
O -0.896 -0.665 2.746 -3.32 -6.76 -5.84
C -1.268 -1.646 1.882 1.82 2.69 2.26
O -2.607 -2.238 1.647 2.77 0.67 0.92
C -2.531 -3.454 0.770 -0.03 0.13 -0.75
C -0.984 -3.939 1.015 -0.84 0.97 -0.62
C -0.339 -5.147 0.113 0.90 0.65 0.14
B -1.132 -6.585 0.200 -1.44 -1.39 -0.43
O -1.910 -7.058 -0.997 0.24 1.84 2.75
O -1.115 -7.493 1.364 -1.00 2.55 -1.21
C -0.265 -2.477 0.839 -0.74 -1.70 1.92
S -0.391 -1.558 -0.797 0.07 -0.53 0.07
H -2.834 -3.014 -0.287 1.19 -1.23 1.88
H -3.372 -4.269 0.996 1.84 2.00 0.26
H -0.942 -4.154 2.177 0.08 0.15 -2.35
H -0.193 -4.806 -1.014 -0.49 -0.63 2.40
H 0.753 -5.340 0.540 -2.17 0.49 -0.79
H -2.740 -6.499 -1.066 1.55 -0.90 -0.14
H -1.707 -7.169 2.104 1.22 -0.53 -1.26
H 0.828 -2.692 1.209 -2.05 1.32 -0.73
H -0.845 -2.405 -1.821 0.52 0.19 1.51
C 4.594 0.171 -2.940 0.14 0.10 -0.15
N 4.084 -1.154 -3.214 1.59 0.16 1.74
C 4.395 -2.068 -2.123 -0.29 -0.28 -0.20
P 3.165 -1.774 -4.484 0.97 7.75 0.94
O 1.862 -1.675 -3.654 -0.02 -4.44 -0.98
N 2.616 -0.566 -5.592 -1.40 -0.12 -1.01
C 3.143 0.774 -5.735 0.73 -0.16 -0.71
C 1.158 -0.487 -5.787 -0.14 -0.25 0.21
N 4.663 -1.888 -5.438 -1.59 -1.50 -1.14
C 6.007 -1.417 -5.157 0.44 -0.63 1.20
C 4.493 -2.150 -6.870 -0.21 -0.55 -0.15
H 5.683 0.142 -2.821 0.12 0.02 0.14
H 4.172 0.584 -2.017 -0.07 -0.08 0.02
H 4.413 0.902 -3.714 -0.19 -0.10 -0.20
H 5.136 -2.806 -2.446 0.17 -0.19 0.14
H 3.501 -2.606 -1.797 -0.06 -0.05 0.03
H 4.801 -1.560 -1.239 -0.12 0.11 -0.35
H 2.818 1.432 -4.922 0.02 0.01 0.09
H 2.797 1.231 -6.673 -0.11 -0.21 0.12
H 4.232 0.789 -5.813 0.00 -0.06 0.23
H 0.671 0.063 -4.966 0.02 -0.16 -0.08
H 0.709 -1.483 -5.850 0.12 0.23 0.18
H 0.901 0.025 -6.722 0.39 0.02 0.02
H 6.089 -0.327 -5.253 -0.16 -0.09 0.10
H 6.742 -1.852 -5.839 -0.29 -0.13 -0.20
H 6.354 -1.722 -4.159 -0.24 0.32 -0.22
H 4.418 -1.219 -7.443 -0.02 -0.03 0.08
H 3.589 -2.743 -7.048 0.11 0.28 -0.03
H 5.325 -2.731 -7.281 0.02 0.02 0.18
C -1.670 4.302 2.689 -0.16 -0.16 -0.09
N -1.520 3.907 4.073 1.72 -0.58 -1.51
C -0.149 3.500 4.353 -0.10 -0.04 0.47
P -2.590 3.914 5.375 -1.63 3.60 -6.70
O -2.005 5.244 5.912 0.58 -2.70 3.57
N -4.107 4.663 5.018 -1.15 0.77 1.13
C -4.648 4.926 3.701 -0.49 -0.89 -0.14
C -4.486 5.794 5.881 0.29 0.04 0.22
N -3.263 2.386 4.758 -0.80 0.20 2.41
C -3.010 1.667 3.524 1.47 -0.34 -0.08
C -4.521 1.948 5.367 0.08 -0.16 0.60
H -1.423 3.465 2.027 0.14 -0.04 -0.11
H -1.006 5.135 2.432 0.05 0.03 0.10
H -2.666 4.604 2.403 -0.18 0.04 0.23
H -0.105 2.422 4.539 0.21 -0.17 -0.01
H 0.237 4.012 5.237 0.03 0.03 0.05
H 0.542 3.721 3.530 -0.38 0.04 0.05
H -4.161 5.781 3.220 0.08 0.03 -0.05
H -5.720 5.161 3.761 0.16 0.02 0.20
H -4.599 4.053 3.047 0.25 0.03 0.00
H -3.973 6.720 5.580 -0.02 -0.13 0.14
H -4.248 5.592 6.930 0.11 0.09 -0.29
H -5.564 5.990 5.843 0.04 -0.29 -0.26
H -3.471 2.160 2.659 0.07 0.15 0.14
H -3.405 0.649 3.557 -0.08 0.10 0.31
H -1.934 1.530 3.334 -0.45 0.23 -0.04
H -5.389 2.335 4.821 0.07 0.03 0.01
H -4.584 2.287 6.407 -0.12 0.06 -0.26
H -4.603 0.856 5.397 0.17 0.05 -0.07
```
Positions in Å, forces in eV/Å.

---

ORCA calculation (ωB97M-V/def2-TZVPD) on one molecule with the formula C18H17ClN2O3S at a distorted geometry.

## Properties
* frontier orbital gap: 8.11 eV
* structure (SMILES): CN(C)CCOc1c2n(c3ccc(Cl)cc13)S(=O)(=O)c1ccccc1-2
* HOMO: -8.30 eV
* largest force on an atom: 3.02 eV Å⁻¹
* ΔE to the lowest compared entry with this formula, charge and spin: 224.57 kJ/mol
* LUMO level: -0.007 Eh

The geometry in XYZ format:
```
42
Properties=species:S:1:pos:R:3:forces:R:3
C 1.573 1.240 2.140 0.30 -0.81 -0.22
N 2.599 1.001 1.114 -0.07 1.09 -0.51
C 3.562 2.134 0.992 -0.71 -0.61 0.34
C 3.186 -0.337 0.959 -0.75 0.82 0.63
C 2.114 -1.429 0.709 1.98 0.63 -0.54
O 1.403 -1.123 -0.489 -1.02 0.06 0.28
C 0.038 -1.119 -0.358 -0.62 -0.82 -0.01
C -0.847 -0.161 -0.746 0.83 0.76 -0.46
N -2.134 -0.606 -0.588 -2.04 1.17 -0.53
C -2.141 -1.900 -0.113 -0.94 0.30 0.40
C -3.206 -2.734 0.207 0.55 -1.16 0.05
C -2.915 -4.049 0.606 -0.48 0.73 0.22
C -1.588 -4.454 0.769 1.00 1.34 -0.17
Cl -1.322 -6.066 1.362 0.25 0.10 -0.13
C -0.513 -3.559 0.532 -0.31 -0.63 -0.51
C -0.817 -2.247 0.060 1.88 -1.64 0.47
S -3.362 0.584 -0.955 -2.14 1.34 -0.65
O -4.062 1.030 0.260 1.77 -0.98 -1.66
O -4.267 0.234 -2.072 2.28 -0.03 1.98
C -2.070 1.784 -1.543 0.91 -0.51 0.39
C -2.164 3.101 -2.047 0.12 -0.74 -0.06
C -0.973 3.785 -2.392 0.60 -1.37 0.82
C 0.278 3.127 -2.233 -0.65 -0.28 0.03
C 0.351 1.797 -1.730 0.59 2.25 -0.33
C -0.799 1.167 -1.353 -1.30 -0.03 0.10
H 1.018 2.146 1.924 -0.04 0.16 -0.27
H 0.849 0.418 2.199 0.11 0.13 -0.37
H 1.927 1.341 3.167 0.56 0.06 0.25
H 3.024 3.105 0.931 0.19 -0.68 0.20
H 4.147 2.047 0.079 -0.03 -0.20 -0.15
H 4.283 2.164 1.829 -0.21 0.11 -0.04
H 3.747 -0.591 1.873 0.09 -0.39 -0.09
H 3.900 -0.292 0.125 -0.28 -0.08 0.14
H 2.681 -2.359 0.566 -0.32 -0.02 0.01
H 1.486 -1.525 1.566 -0.68 -0.10 0.43
H -4.213 -2.384 0.122 -0.47 0.06 -0.08
H -3.702 -4.769 0.879 0.33 0.58 -0.29
H 0.534 -3.928 0.571 -0.92 0.38 0.20
H -3.126 3.582 -2.236 0.23 -0.22 0.29
H -0.998 4.832 -2.681 -0.12 -0.29 -0.18
H 1.209 3.653 -2.502 -0.60 -0.30 0.21
H 1.311 1.358 -1.504 0.10 -0.18 -0.16
```
Positions in Å, forces in eV/Å.

---

ORCA calculation (ωB97M-V/def2-TZVPD) on one molecule with the formula C7H12N2O5 at a distorted geometry.

## Properties
* frontier orbital gap: 9.62 eV
* structure (SMILES): C[C@H](NC(=O)[C@@H](N)CC(=O)O)C(=O)O
* HOMO: -9.37 eV
* largest force on an atom: 9.43 eV Å⁻¹
* ΔE to the lowest compared entry with this formula, charge and spin: 671.74 kJ/mol
* LUMO level: 0.009 Eh

The geometry in XYZ format:
```
26
Properties=species:S:1:pos:R:3:forces:R:3
C -0.958 0.767 2.613 -3.13 -1.02 8.83
C -0.628 1.184 1.347 2.48 6.22 -0.70
N -0.963 0.424 0.299 -4.19 -0.23 -4.38
C -0.344 -0.696 0.019 1.87 -2.36 1.77
O 0.568 -1.253 0.737 -2.87 1.67 -2.00
C -0.802 -1.091 -1.374 5.30 -0.52 0.55
N -2.017 -0.490 -1.732 -2.42 -3.36 -3.16
C 0.520 -0.487 -2.182 -0.15 -1.03 0.58
C 1.615 -1.422 -1.697 -3.55 -8.07 -0.62
O 1.276 -2.786 -1.783 3.07 7.78 0.08
O 2.696 -0.974 -1.162 0.68 1.85 2.59
C 0.841 1.309 1.420 3.33 1.48 -2.75
O 1.652 1.247 0.442 -1.88 0.02 2.69
O 1.299 1.792 2.605 3.87 -0.52 -3.41
H -0.121 1.188 3.492 -3.22 -1.77 -2.58
H -0.866 -0.385 2.479 -0.91 1.67 1.55
H -2.050 1.360 3.058 2.88 -2.71 -1.42
H -0.900 2.330 1.311 0.27 -1.88 -0.88
H -1.791 0.572 -0.531 2.17 -0.03 2.46
H -0.642 -2.154 -1.577 -0.47 0.15 0.21
H -2.701 -1.415 -1.632 1.48 3.50 -0.55
H -1.761 -0.453 -2.779 -1.90 0.46 1.58
H 0.364 -0.692 -3.270 0.23 0.55 0.76
H 0.905 0.519 -1.898 -1.14 -0.29 -0.53
H 2.546 -0.217 -0.390 -0.14 -2.10 -2.75
H 2.262 1.823 2.185 -1.65 0.54 2.08
```
Positions in Å, forces in eV/Å.